1.
{
  "formula": "C2H5N4O6P",
  "method": "ωB97M-V with the def2-TZVPD basis set",
  "symbols": ["C", "C", "N", "N", "N", "N", "O", "O", "O", "O", "O", "O", "P", "H", "H", "H", "H", "H"],
  "coordinates": [[-2.054, -1.175, 0.802], [-0.166, 0.310, 0.873], [-2.935, -0.730, -0.288], [0.589, 1.343, 0.763], [-0.808, -1.679, 0.182], [0.119, -0.877, 0.257], [5.517, -0.258, 0.142], [3.273, -0.179, -1.218], [-2.483, -1.776, 1.755], [-1.398, 0.372, 1.210], [3.848, 1.580, 0.548], [3.144, -0.779, 1.204], [4.028, -0.044, 0.255], [-3.917, -0.713, 0.115], [-2.640, 0.305, -0.434], [2.846, 1.617, 0.827], [0.162, 2.134, 1.355], [2.458, -0.488, -1.007]],
  "total_charge": -2,
  "energy_ha": -1091.1594
}

2.
{
  "formula": "C2H5N4S",
  "method": "ωB97M-V with the def2-TZVPD basis set",
  "symbols": ["N", "C", "S", "N", "C", "N", "N", "H", "H", "H", "H", "H"],
  "coordinates": [[-4.262, -2.009, -0.832], [-3.660, -1.117, -1.226], [-2.822, 0.183, -1.864], [-1.582, 0.444, -0.180], [-0.340, 0.008, -0.095], [0.352, 0.244, 1.018], [0.212, -0.659, -1.099], [-2.036, 1.005, 0.521], [-0.066, 0.713, 1.803], [1.285, -0.111, 1.149], [1.149, -1.021, -1.055], [-0.311, -0.804, -1.948]],
  "total_charge": 1,
  "de_lowest_kj_mol": 110.68
}

3.
{
  "formula": "C2H5N5",
  "method": "ωB97M-V with the def2-TZVPD basis set",
  "symbols": ["N", "C", "N", "C", "N", "N", "N", "H", "H", "H", "H", "H"],
  "coordinates": [[1.156, 1.507, 0.194], [-0.092, 0.795, 0.002], [-1.427, 1.183, 0.075], [-2.073, -0.076, -0.046], [-1.324, -1.150, 0.095], [-0.039, -0.561, -0.139], [1.224, -1.154, 0.024], [1.720, 0.631, -0.363], [1.155, 2.206, -0.639], [-3.109, 0.311, 0.224], [1.528, -1.553, 0.983], [1.281, -2.138, -0.409]],
  "total_charge": 0,
  "de_lowest_kj_mol": 372.24
}

4.
{
  "formula": "C2H5N5",
  "method": "ωB97M-V with the def2-TZVPD basis set",
  "symbols": ["C", "C", "H", "H", "H", "H", "H", "N", "N", "N", "N", "N"],
  "coordinates": [[0.090, -0.710, -0.017], [0.272, 0.667, 0.023], [-0.840, -2.657, -0.395], [-1.497, -1.367, 1.157], [2.197, 1.869, 0.382], [-1.694, 0.596, -1.004], [-1.718, 2.281, 0.438], [-1.061, -1.402, -0.050], [1.355, -1.272, -0.097], [2.289, -0.331, -0.212], [1.539, 0.939, 0.038], [-0.932, 1.387, -0.263]],
  "total_charge": 0,
  "de_lowest_kj_mol": 786.81
}

5.
{
  "formula": "C2H5N5O",
  "method": "ωB97M-V with the def2-TZVPD basis set",
  "symbols": ["H", "N", "C", "C", "O", "N", "N", "N", "N", "H", "H", "H", "H"],
  "coordinates": [[1.858, -0.298, 1.225], [1.102, -1.137, 0.989], [0.324, -0.492, 0.135], [-0.412, -1.205, -0.844], [-0.593, -2.518, -0.341], [-1.055, -0.466, -1.600], [-0.682, 0.829, -1.196], [0.302, 0.857, -0.277], [-0.064, 1.861, 0.838], [0.342, -2.563, 0.095], [-0.912, 1.539, -1.936], [0.769, 2.165, 1.507], [-0.979, 1.428, 1.407]],
  "total_charge": 0,
  "de_lowest_kj_mol": 472.81
}

6.
{
  "formula": "C2H5N5O",
  "method": "ωB97M-V with the def2-TZVPD basis set",
  "symbols": ["C", "C", "H", "H", "H", "H", "H", "N", "N", "N", "N", "N", "O"],
  "coordinates": [[0.712, -0.405, -0.052], [-1.623, -0.478, 0.043], [2.777, -0.478, -0.246], [2.263, 0.919, -0.438], [-1.211, -2.704, -0.474], [0.185, 1.966, -0.544], [-0.472, 2.257, 0.968], [1.933, 0.255, 0.211], [0.433, -1.646, -0.011], [-0.944, -1.589, 0.369], [-0.481, 0.238, 0.187], [-0.815, 1.619, 0.036], [-2.757, 0.045, -0.049]],
  "total_charge": 0,
  "de_lowest_kj_mol": 588.79
}

7.
{
  "formula": "C2H5NO",
  "method": "ωB97M-V with the def2-TZVPD basis set",
  "symbols": ["C", "N", "O", "H", "C", "H", "H", "H", "H"],
  "coordinates": [[1.938, -1.244, 0.081], [2.110, -0.115, 0.022], [2.316, 1.013, 0.064], [2.140, -2.164, -0.380], [-1.635, 0.577, 0.065], [-2.382, -0.207, -0.267], [-2.367, 1.387, 0.308], [-1.241, 0.045, 0.895], [-0.879, 0.709, -0.789]],
  "total_charge": 0,
  "de_lowest_kj_mol": 415.80
}

8.
{
  "formula": "C2H5NO",
  "method": "ωB97M-V with the def2-TZVPD basis set",
  "symbols": ["C", "N", "C", "O", "H", "H", "H", "H", "H"],
  "coordinates": [[0.716, -0.778, -1.073], [0.131, -0.022, 0.015], [-1.022, 0.338, 0.100], [-2.116, 0.724, 0.265], [0.201, -1.736, -1.190], [1.767, -0.962, -0.853], [0.641, -0.216, -2.009], [-0.391, 1.615, 2.396], [0.073, 1.037, 2.349]],
  "total_charge": 0,
  "de_lowest_kj_mol": 163.29
}